(1)
ORCA calculation (ωB97M-V with the def2-TZVPD basis set) on an isolated molecule of C4H4N2OS at a distorted geometry.

Element x y z (Å)
C (-0.969, 1.796, 0.950)
C (-0.918, 0.537, 0.578)
N (0.096, -0.020, -0.243)
O (1.294, 0.633, -0.323)
C (0.073, -1.244, -0.814)
S (-1.231, -2.193, -0.961)
C (1.274, -1.800, -1.284)
N (2.109, -2.509, -1.719)
H (-1.746, 2.150, 1.642)
H (-0.126, 2.477, 0.850)
H (-1.736, -0.111, 0.884)
H (1.880, 0.285, 0.441)

**Net charge**: 0
**Structure (SMILES)**: C=CN(O)C(=S)C#N
**Total energy**: -20072.229 eV
**2S+1**: 1
**Highest occupied orbital energy**: -9.3 eV
**Energy above the lowest of the compared OMol25 structures with the same formula, charge and spin**: 3.5011 eV


(2)
ORCA calculation (ωB97M-V with the def2-TZVPD basis set) on a structure of composition C41H57BCaIN13O4S4 at a distorted geometry.

Element x y z (Å)
Ca (2.159, 0.624, 0.579)
C (1.106, -4.030, -3.348)
C (0.012, -3.033, -3.191)
C (-1.112, -3.018, -3.967)
C (-2.060, -1.978, -3.786)
N (-1.828, -0.999, -2.966)
N (-0.739, -0.992, -2.204)
B (-0.773, 0.144, -1.212)
N (-0.934, 1.495, -1.728)
N (-2.155, 2.001, -1.433)
C (-2.481, 3.218, -1.750)
C (-1.568, 4.101, -2.355)
C (-0.263, 3.663, -2.542)
C (0.804, 4.602, -3.008)
C (0.038, 2.335, -2.258)
S (1.737, 1.889, -2.151)
C (-3.933, 3.570, -1.479)
C (-4.796, 2.702, -2.407)
C (-4.236, 5.039, -1.766)
C (-4.258, 3.233, -0.022)
N (-1.441, -0.172, 0.031)
N (-2.109, -1.340, 0.111)
C (-2.838, -1.616, 1.158)
C (-2.971, -0.711, 2.227)
C (-2.202, 0.438, 2.223)
C (-2.203, 1.385, 3.374)
C (-1.347, 0.675, 1.131)
S (-0.200, 1.927, 1.182)
C (-3.580, -2.939, 1.165)
C (-5.078, -2.664, 1.351)
C (-3.058, -3.818, 2.310)
C (-3.377, -3.667, -0.163)
C (0.166, -2.010, -2.204)
S (1.458, -2.000, -1.136)
C (-3.386, -1.967, -4.512)
C (-4.239, -0.801, -4.011)
C (-3.151, -1.840, -6.020)
C (-4.106, -3.289, -4.218)
H (0.902, -4.716, -4.165)
H (1.246, -4.584, -2.423)
H (2.042, -3.503, -3.532)
H (-1.261, -3.774, -4.721)
H (-1.841, 5.105, -2.623)
H (0.366, 5.530, -3.368)
H (1.400, 4.159, -3.803)
H (1.479, 4.830, -2.182)
H (-4.542, 2.887, -3.448)
H (-5.849, 2.940, -2.265)
H (-4.634, 1.651, -2.194)
H (-4.088, 5.258, -2.821)
H (-3.602, 5.694, -1.174)
H (-5.274, 5.254, -1.523)
H (-3.984, 2.202, 0.181)
H (-5.321, 3.367, 0.171)
H (-3.695, 3.875, 0.651)
H (-3.635, -0.920, 3.050)
H (-2.923, 1.073, 4.127)
H (-2.442, 2.388, 3.030)
H (-1.203, 1.432, 3.807)
H (-5.300, -2.288, 2.346)
H (-5.649, -3.578, 1.201)
H (-5.414, -1.928, 0.625)
H (-3.076, -3.286, 3.258)
H (-2.037, -4.136, 2.109)
H (-3.679, -4.706, 2.407)
H (-3.800, -3.073, -0.966)
H (-3.865, -4.640, -0.139)
H (-2.320, -3.803, -0.369)
H (-3.751, 0.147, -4.214)
H (-4.376, -0.874, -2.937)
H (-5.212, -0.811, -4.494)
H (-2.622, -0.920, -6.251)
H (-4.101, -1.833, -6.547)
H (-2.567, -2.677, -6.394)
H (-4.234, -3.420, -3.146)
H (-3.545, -4.137, -4.601)
H (-5.086, -3.285, -4.689)
N (0.219, -1.968, 1.929)
N (1.241, -2.537, 2.685)
C (2.504, -2.101, 2.520)
N (3.462, -2.562, 3.335)
N (2.722, -1.425, 1.403)
N (3.886, -1.006, 1.056)
O (4.895, -1.182, 1.722)
O (3.935, -0.441, -0.022)
H (-0.570, -1.681, 2.496)
H (-0.065, -2.565, 1.158)
H (1.002, -2.986, 3.563)
H (3.229, -2.974, 4.223)
H (4.388, -2.169, 3.177)
C (9.776, 0.527, 2.544)
C (8.369, 0.995, 2.330)
C (7.723, 1.773, 3.282)
C (6.415, 2.184, 3.093)
C (5.727, 1.817, 1.951)
C (6.367, 1.071, 0.977)
C (7.678, 0.669, 1.167)
S (3.981, 2.243, 1.868)
O (3.798, 3.475, 2.589)
O (3.570, 2.271, 0.470)
N (3.162, 1.011, 2.474)
C (2.759, 0.877, 3.748)
C (3.303, 1.575, 4.848)
C (2.797, 1.364, 6.105)
C (1.753, 0.455, 6.279)
C (1.299, -0.207, 5.159)
N (1.778, -0.026, 3.936)
H (10.103, 0.736, 3.559)
H (10.457, 1.031, 1.861)
H (9.856, -0.543, 2.360)
H (8.244, 2.057, 4.184)
H (5.929, 2.824, 3.811)
H (5.841, 0.818, 0.071)
H (8.168, 0.082, 0.404)
H (4.080, 2.296, 4.673)
H (3.204, 1.906, 6.948)
H (1.314, 0.283, 7.249)
H (0.481, -0.920, 5.228)
I (1.843, 1.319, -5.429)
C (1.888, 0.589, -3.391)
H (2.851, 0.111, -3.236)
H (1.075, -0.122, -3.333)

**Net charge**: 0
**Total energy**: -141559.765 eV
**2S+1**: 1
**Highest occupied orbital energy (spin up / spin down)**: -5.8 / -5.4 eV
**Energy above the lowest of the compared OMol25 structures with the same formula, charge and spin**: 3.1479 eV


(3)
ORCA calculation (ωB97M-V with the def2-TZVPD basis set) on a structure of composition C26H22N6O12Ru at a distorted geometry.

Element x y z (Å)
Ru (-0.923, 1.202, -0.813)
O (-1.462, 1.381, -3.103)
C (-0.498, 2.259, -3.665)
C (-0.795, 3.578, -2.997)
N (-0.769, 3.413, -1.522)
C (-1.988, 3.984, -0.908)
C (-3.147, 3.005, -0.944)
O (-4.277, 3.346, -1.205)
O (-2.814, 1.785, -0.564)
C (0.422, 4.024, -0.914)
C (0.581, 3.605, 0.554)
O (1.349, 4.246, 1.255)
O (-0.122, 2.589, 0.903)
H (-1.185, 0.444, -3.198)
H (-0.621, 2.342, -4.749)
H (0.514, 1.900, -3.458)
H (-1.798, 3.896, -3.287)
H (-0.089, 4.353, -3.305)
H (-2.264, 4.926, -1.385)
H (-1.774, 4.161, 0.146)
H (0.373, 5.116, -0.973)
H (1.305, 3.697, -1.464)
N (2.241, 1.116, -0.798)
C (1.083, 1.048, -0.820)
H (3.138, 0.933, -1.209)
N (-1.028, 0.013, 0.747)
C (-0.665, -0.446, 1.851)
C (-1.653, -0.630, 2.946)
C (-2.885, 0.015, 2.868)
C (-3.819, -0.176, 3.871)
C (-3.529, -1.012, 4.944)
C (-2.304, -1.656, 5.017)
C (-1.360, -1.463, 4.018)
C (0.790, -0.735, 2.035)
C (1.394, -1.718, 1.260)
C (2.760, -1.939, 1.372)
C (3.514, -1.169, 2.245)
C (2.905, -0.186, 3.018)
C (1.539, 0.030, 2.922)
H (-3.102, 0.654, 2.020)
H (-4.778, 0.322, 3.812)
H (-4.265, -1.164, 5.723)
H (-2.081, -2.313, 5.848)
H (-0.401, -1.963, 4.066)
H (0.796, -2.310, 0.580)
H (3.229, -2.707, 0.769)
H (4.582, -1.329, 2.322)
H (3.497, 0.423, 3.688)
H (1.061, 0.813, 3.497)
O (0.763, -6.219, -0.713)
N (1.667, -5.537, -1.155)
O (2.812, -5.929, -1.296)
C (1.355, -4.148, -1.535)
C (2.362, -3.375, -2.028)
C (2.053, -2.056, -2.406)
C (0.744, -1.497, -2.318)
O (0.466, -0.307, -2.651)
C (-0.258, -2.374, -1.713)
C (0.049, -3.687, -1.358)
N (-1.538, -1.931, -1.424)
O (-2.344, -2.726, -0.887)
O (-1.963, -0.719, -1.699)
N (3.186, -1.267, -2.838)
O (3.014, -0.167, -3.355)
O (4.307, -1.700, -2.583)
H (3.365, -3.753, -2.128)
H (-0.716, -4.311, -0.930)

**Net charge**: -1
**Total energy**: -63402.974 eV
**2S+1**: 6
**Highest occupied orbital energy (spin up / spin down)**: -3.6 / -6.1 eV


(4)
ORCA calculation (ωB97M-V with the def2-TZVPD basis set) on a cluster of 4 separate species, C18H44Br2N2O11P3 in total at a distorted geometry.

Element x y z (Å)
C (2.462, 1.014, 0.236)
C (2.660, 2.473, 0.571)
Br (2.349, 3.532, -1.044)
C (1.689, 2.851, 1.675)
C (1.811, 4.202, 2.349)
O (0.695, 4.269, 3.197)
P (0.900, 5.194, 4.661)
P (0.771, 3.386, 6.007)
N (-0.829, 2.733, 5.696)
O (1.669, 2.151, 5.340)
O (2.662, 4.921, 4.463)
C (3.060, 4.584, 3.221)
N (3.602, 5.882, 2.558)
C (4.617, 5.965, 1.892)
O (5.536, 6.214, 1.214)
P (4.679, 3.594, 3.347)
O (5.041, 3.817, 4.903)
Br (4.302, 1.406, 3.418)
H (2.768, 0.411, 1.088)
H (1.386, 0.878, 0.118)
H (2.984, 0.710, -0.664)
H (3.681, 2.684, 0.877)
H (0.691, 2.867, 1.233)
H (1.677, 2.051, 2.414)
H (1.739, 4.969, 1.575)
H (0.933, 6.402, 3.890)
H (-0.545, 5.329, 4.884)
H (1.181, 5.923, 5.877)
H (-1.458, 3.515, 5.863)
H (-0.895, 2.559, 4.689)
H (1.120, 1.557, 4.812)
H (5.380, 4.713, 5.028)
C (-3.240, -2.971, -0.602)
O (-3.785, -1.670, -0.489)
C (-3.392, -0.988, 0.694)
C (-2.283, 0.005, 0.436)
O (-1.083, -0.634, 0.036)
C (-0.852, -0.596, -1.361)
H (-3.408, -3.305, -1.625)
H (-2.168, -2.978, -0.392)
H (-3.746, -3.663, 0.082)
H (-3.085, -1.703, 1.463)
H (-4.268, -0.447, 1.065)
H (-2.071, 0.544, 1.364)
H (-2.597, 0.737, -0.314)
H (-0.532, 0.408, -1.659)
H (-1.742, -0.879, -1.929)
H (-0.051, -1.300, -1.582)
C (4.509, -4.028, -3.247)
O (5.672, -4.218, -2.463)
C (6.410, -3.026, -2.247)
C (6.142, -2.428, -0.885)
O (4.804, -1.986, -0.754)
C (3.981, -2.890, -0.038)
H (3.907, -4.931, -3.162)
H (3.922, -3.175, -2.897)
H (4.772, -3.876, -4.300)
H (6.187, -2.291, -3.026)
H (7.471, -3.283, -2.318)
H (6.788, -1.553, -0.755)
H (6.389, -3.148, -0.099)
H (4.204, -2.836, 1.033)
H (4.109, -3.919, -0.384)
H (2.945, -2.593, -0.191)
C (-7.479, -1.424, -5.479)
O (-8.185, -2.527, -4.941)
C (-7.440, -3.732, -4.941)
C (-6.843, -4.034, -3.585)
O (-5.872, -3.078, -3.208)
C (-6.352, -2.101, -2.295)
H (-8.038, -0.525, -5.226)
H (-6.473, -1.346, -5.061)
H (-7.412, -1.503, -6.570)
H (-6.648, -3.694, -5.696)
H (-8.127, -4.540, -5.213)
H (-6.342, -5.007, -3.634)
H (-7.634, -4.099, -2.832)
H (-6.446, -2.530, -1.293)
H (-7.317, -1.697, -2.611)
H (-5.621, -1.300, -2.256)

**Net charge**: -1
**Total energy**: -212832.034 eV
**2S+1**: 1
**Highest occupied orbital energy**: -3.5 eV


(5)
ORCA calculation (ωB97M-V with the def2-TZVPD basis set) on a structure of composition C18H28N4O5PdSSi at a distorted geometry.

Element x y z (Å)
Pd (0.793, -0.446, -0.717)
C (3.522, -0.409, -2.464)
N (3.319, -0.160, -1.048)
C (4.180, -1.014, -0.254)
C (3.528, 1.241, -0.718)
C (2.387, 2.122, -1.154)
C (2.656, 3.457, -1.432)
C (1.634, 4.347, -1.714)
C (0.331, 3.882, -1.709)
C (0.070, 2.541, -1.459)
C (1.079, 1.615, -1.185)
H (4.578, -0.231, -2.760)
H (2.870, 0.241, -3.053)
H (3.258, -1.443, -2.688)
H (5.251, -0.867, -0.511)
H (3.886, -2.052, -0.414)
H (4.034, -0.781, 0.800)
H (4.489, 1.608, -1.143)
H (3.579, 1.323, 0.375)
H (3.682, 3.813, -1.414)
H (1.856, 5.387, -1.934)
H (-0.487, 4.574, -1.894)
H (-0.962, 2.213, -1.462)
C (-0.492, -1.427, 4.639)
N (0.619, -1.217, 3.747)
C (1.479, -0.093, 4.029)
C (1.884, 0.386, 2.608)
O (2.744, 1.255, 2.420)
N (1.162, -0.317, 1.715)
C (0.408, -1.205, 2.344)
N (-0.512, -2.014, 1.785)
H (-0.115, -1.716, 5.626)
H (-1.132, -2.224, 4.265)
H (-1.106, -0.518, 4.758)
H (2.355, -0.385, 4.621)
H (0.955, 0.711, 4.570)
H (-0.463, -2.170, 0.738)
H (-0.669, -2.884, 2.275)
C (-5.118, -0.549, 0.829)
Si (-4.332, -0.203, -0.898)
C (-5.047, -1.532, -2.090)
C (-5.102, 1.473, -1.471)
C (-2.513, -0.119, -0.803)
C (-1.298, -0.120, -0.674)
H (-6.207, -0.606, 0.810)
H (-4.838, 0.228, 1.535)
H (-4.738, -1.488, 1.221)
H (-6.127, -1.655, -2.009)
H (-4.579, -2.488, -1.880)
H (-4.814, -1.286, -3.122)
H (-6.191, 1.444, -1.460)
H (-4.784, 1.730, -2.478)
H (-4.786, 2.286, -0.823)
O (1.745, -2.550, -0.312)
S (0.762, -2.861, -1.381)
O (-0.594, -2.821, -0.773)
O (0.865, -1.837, -2.470)
O (1.043, -4.187, -1.945)

**Net charge**: -2
**Total energy**: -57510.232 eV
**2S+1**: 3
**Highest occupied orbital energy (spin up / spin down)**: 0.0 / -1.8 eV


(6)
ORCA calculation (ωB97M-V with the def2-TZVPD basis set) on an isolated molecule of C4H5N3 at a distorted geometry.

Element x y z (Å)
N (-1.396, -2.471, -1.393)
C (-0.921, -1.533, -0.901)
C (0.098, -0.650, -0.252)
C (0.482, 0.770, -0.854)
N (0.468, 1.732, 0.256)
C (0.078, 1.094, 1.283)
N (-0.140, -0.276, 1.144)
H (0.921, -1.369, -0.345)
H (1.488, 0.731, -1.282)
H (-0.204, 1.135, -1.626)
H (-0.042, 1.557, 2.265)
H (-0.855, -0.721, 1.699)

**Net charge**: 0
**Structure (SMILES)**: N#C[C@H]1CN=CN1
**Total energy**: -8698.205 eV
**2S+1**: 1
**Highest occupied orbital energy**: -9.5 eV
**Energy above the lowest of the compared OMol25 structures with the same formula, charge and spin**: 1.6073 eV


(7)
ORCA calculation (ωB97M-V with the def2-TZVPD basis set) on a structure of composition C26H28N3RuS3Sb2 at a distorted geometry.

Element x y z (Å)
Ru (1.674, -0.157, -0.120)
C (1.249, -1.387, -3.131)
C (0.920, 0.068, -3.255)
C (0.650, 0.667, -4.496)
C (0.425, 2.016, -4.552)
C (0.481, 2.796, -3.377)
C (0.291, 4.191, -3.368)
C (0.380, 4.894, -2.193)
C (0.676, 4.240, -0.999)
C (0.867, 2.870, -0.958)
S (1.287, 2.151, 0.569)
C (0.758, 2.115, -2.161)
N (0.944, 0.780, -2.146)
H (0.551, -2.018, -3.678)
H (1.262, -1.681, -2.059)
H (2.253, -1.549, -3.527)
H (0.633, 0.060, -5.388)
H (0.207, 2.506, -5.489)
H (0.089, 4.687, -4.304)
H (0.248, 5.966, -2.185)
H (0.767, 4.797, -0.079)
S (3.762, -0.761, 1.219)
C (5.196, -0.521, 0.314)
C (6.380, -0.970, 0.924)
N (7.308, -1.387, 1.455)
C (5.208, 0.048, -0.947)
S (3.794, 0.495, -1.794)
C (6.424, 0.279, -1.614)
N (7.391, 0.497, -2.191)
C (1.888, -2.500, 3.522)
Sb (0.716, -1.801, 1.849)
C (-0.006, -0.091, 2.939)
C (-1.130, -3.050, 2.003)
C (-2.284, -2.314, 2.546)
C (-2.482, -2.304, 3.925)
C (-3.534, -1.625, 4.507)
C (-4.418, -0.925, 3.704)
C (-4.240, -0.925, 2.334)
C (-3.189, -1.612, 1.731)
C (-3.108, -1.590, 0.256)
Sb (-1.467, -0.316, -0.524)
C (-2.371, -0.003, -2.484)
C (-2.381, 1.469, 0.297)
H (1.267, -2.526, 4.414)
H (2.722, -1.819, 3.672)
H (2.284, -3.490, 3.316)
H (-0.724, -0.403, 3.694)
H (-0.469, 0.622, 2.261)
H (0.849, 0.389, 3.411)
H (-0.839, -3.869, 2.655)
H (-1.319, -3.441, 1.005)
H (-1.795, -2.861, 4.546)
H (-3.667, -1.637, 5.578)
H (-5.236, -0.376, 4.141)
H (-4.935, -0.388, 1.703)
H (-4.017, -1.155, -0.150)
H (-2.974, -2.581, -0.172)
H (-3.449, 0.042, -2.383)
H (-2.114, -0.812, -3.159)
H (-2.016, 0.932, -2.906)
H (-3.223, 1.732, -0.339)
H (-1.680, 2.297, 0.339)
H (-2.736, 1.243, 1.300)

**Net charge**: 0
**Total energy**: -80047.149 eV
**2S+1**: 2
**Highest occupied orbital energy (spin up / spin down)**: -7.5 / -7.5 eV
**Energy above the lowest of the compared OMol25 structures with the same formula, charge and spin**: 4.3570 eV


(8)
ORCA calculation (ωB97M-V with the def2-TZVPD basis set) on a cluster of 2 separate species, C3H4F2N4O2S2 in total at a distorted geometry.

Element x y z (Å)
C (-0.480, -1.786, 0.031)
C (-2.640, -0.959, -0.009)
C (2.737, -1.613, -0.035)
N (-1.275, -2.596, 0.551)
N (-2.544, -2.143, 0.534)
N (-3.792, -0.268, -0.097)
N (3.639, 0.936, -0.074)
O (1.566, 0.317, 1.287)
O (1.462, 0.397, -1.169)
F (3.478, -1.929, 1.030)
F (3.430, -1.890, -1.145)
S (-1.089, -0.293, -0.561)
S (2.194, 0.104, 0.021)
H (-4.643, -0.770, 0.094)
H (-3.837, 0.525, -0.712)
H (3.582, 1.746, -0.667)
H (4.032, 1.133, 0.832)

**Net charge**: 0
**Total energy**: -40330.923 eV
**2S+1**: 1
**Highest occupied orbital energy (spin up / spin down)**: -8.9 / -8.7 eV
**Energy above the lowest of the compared OMol25 structures with the same formula, charge and spin**: 1.4495 eV